# 1
# C6H10

A single C6H10 molecule (ωB97M-V/def2-TZVPD, the Open Molecules 2025 dataset).

Computed properties:
SMILES string: C=CCC(=C)C
LUMO level: 1.13 eV
ΔE to the lowest compared entry with this formula, charge and spin: 88.3 kJ/mol
Kohn-Sham gap: 10.40 eV

The geometry in XYZ format:
```
16
Properties=species:S:1:pos:R:3:nbo_charge:R:1
C -0.327 -0.924 1.591 -0.64
C 0.625 -0.521 0.498 0.05
C 0.052 -0.475 -0.910 -0.48
C -0.287 0.944 -1.290 -0.15
C -1.510 1.463 -1.297 -0.41
C 1.886 -0.173 0.745 -0.42
H -0.638 -1.970 1.466 0.22
H 0.129 -0.822 2.580 0.22
H -1.237 -0.312 1.563 0.22
H 2.565 0.114 -0.054 0.19
H 0.783 -0.883 -1.619 0.22
H -0.848 -1.098 -0.976 0.21
H 0.565 1.581 -1.529 0.20
H -2.384 0.862 -1.054 0.19
H -1.684 2.507 -1.541 0.20
H 2.280 -0.150 1.757 0.20
```

=====

# 2
# C8H10ClN3

A single C8H10ClN3 molecule at a distorted geometry (ωB97M-V/def2-TZVPD, the Open Molecules 2025 dataset).

Computed properties:
SMILES string: CN(C)/N=N/c1ccccc1Cl
LUMO level: 0.64 eV
ΔE to the lowest compared entry with this formula, charge and spin: 352.4 kJ/mol
Kohn-Sham gap: 9.56 eV

The geometry in XYZ format:
```
22
Properties=species:S:1:pos:R:3:nbo_charge:R:1
C -3.187 0.551 1.165 -0.47
C -2.846 -0.607 -1.039 -0.44
C 1.124 -0.181 -0.525 0.08
C 1.874 -1.270 -0.257 -0.23
C 3.213 -1.172 0.175 -0.20
C 3.857 0.048 0.327 -0.21
C 3.078 1.169 -0.024 -0.23
C 1.687 1.098 -0.236 0.00
H -3.096 -0.280 2.193 0.22
H -2.741 1.650 1.553 0.24
H -4.404 0.665 0.854 0.23
H -2.555 -0.406 -2.091 0.23
H -2.630 -1.647 -0.830 0.20
H -3.869 -0.331 -0.965 0.20
H 1.416 -2.256 -0.269 0.22
H 3.712 -2.146 0.189 0.21
H 4.836 0.047 0.713 0.22
H 3.469 2.115 0.325 0.22
N -2.287 0.337 -0.069 -0.24
N -1.007 0.187 0.163 0.03
N -0.299 -0.140 -0.886 -0.28
Cl 0.657 2.567 -0.467 -0.02
```

=====

# 3
# C3H3N2OS

A gas-phase ion, C3H3N2OS (charge -1) at a distorted geometry (ωB97M-V/def2-TZVPD, the Open Molecules 2025 dataset).

Computed properties:
charge: -1
LUMO level (alpha / beta): 3.69 / 3.69 eV
ΔE to the lowest compared entry with this formula, charge and spin: 453.9 kJ/mol
Kohn-Sham gap (alpha / beta): 6.26 / 6.26 eV

The geometry in XYZ format:
```
10
Properties=species:S:1:pos:R:3:nbo_charge:R:1
C -0.047 2.265 0.093 -0.24
C -1.138 -0.099 -0.154 -0.22
C 0.089 -0.506 -0.134 0.22
N 1.029 1.662 -0.173 -0.23
N 0.441 -1.942 -0.109 -0.85
O 1.213 0.317 -0.289 -0.38
S -2.686 -0.387 -0.027 -0.19
H 0.045 3.297 0.246 0.14
H 1.312 -2.005 0.371 0.36
H -0.258 -2.601 0.177 0.38
```

=====

# 4
# C4H10S

2 unconnected molecules or ions with the total composition C4H10S at a distorted geometry (ωB97M-V/def2-TZVPD, the Open Molecules 2025 dataset).

Computed properties:
spin multiplicity: 2
charge: +1
LUMO level (alpha / beta): -4.22 / -9.17 eV
ΔE to the lowest compared entry with this formula, charge and spin: 123.0 kJ/mol
Kohn-Sham gap (alpha / beta): 9.49 / 4.50 eV
expectation value of S²: 0.753

The geometry in XYZ format:
```
15
Properties=species:S:1:pos:R:3:nbo_charge:R:1
C -2.468 -0.878 1.495 -0.35
C -2.014 0.369 1.632 -0.46
H -2.215 -1.753 2.065 0.20
H -3.314 -1.112 0.862 0.20
H -1.337 0.553 2.462 0.22
H -2.638 1.082 1.120 0.22
C 1.757 1.609 -0.303 -0.65
C 0.559 0.809 -0.809 -0.53
S 0.949 -1.025 -0.843 0.71
H 2.101 1.329 0.706 0.25
H 2.568 1.687 -1.029 0.24
H 1.399 2.672 -0.123 0.28
H 0.519 1.011 -1.873 0.24
H -0.401 1.105 -0.385 0.30
H 1.127 -1.029 -2.170 0.15
```

=====

# 5
# H18O9

9 unconnected molecules or ions with the total composition H18O9 at a distorted geometry (ωB97M-V/def2-TZVPD, the Open Molecules 2025 dataset).

Computed properties:
SMILES string: O.O.O.O.O.O.O.O.O
LUMO level: -0.47 eV
ΔE to the lowest compared entry with this formula, charge and spin: 268.6 kJ/mol
Kohn-Sham gap: 9.64 eV

The geometry in XYZ format:
```
27
Properties=species:S:1:pos:R:3:nbo_charge:R:1
O 13.721 -6.575 25.839 -0.94
H 13.935 -5.704 26.172 0.49
H 13.118 -6.416 25.092 0.46
O 7.676 -3.115 28.618 -0.95
H 7.660 -4.037 28.446 0.48
H 6.925 -2.725 28.163 0.46
O 13.009 -9.166 25.902 -0.98
H 13.613 -8.383 25.983 0.48
H 12.184 -8.742 25.772 0.47
O 9.937 -3.762 25.279 -0.94
H 9.218 -3.212 25.581 0.48
H 9.738 -3.898 24.376 0.47
O 11.635 -3.610 28.231 -0.98
H 11.240 -4.459 28.052 0.49
H 10.985 -2.892 28.273 0.47
O 8.364 -8.478 27.521 -0.96
H 8.329 -7.723 28.115 0.48
H 7.707 -9.001 27.922 0.46
O 10.916 -7.674 25.263 -0.93
H 10.081 -7.973 24.927 0.50
H 11.279 -7.190 24.548 0.47
O 10.251 -5.812 27.221 -0.99
H 9.951 -4.994 26.819 0.49
H 10.700 -6.310 26.540 0.51
O 8.009 -5.944 28.538 -0.94
H 8.781 -5.921 28.026 0.49
H 7.370 -5.961 27.845 0.46
```

=====

# 6
# C4H8NO2

A gas-phase ion, C4H8NO2 (charge +1) at a distorted geometry (ωB97M-V/def2-TZVPD, the Open Molecules 2025 dataset).

Computed properties:
charge: +1
LUMO level: -3.28 eV
ΔE to the lowest compared entry with this formula, charge and spin: 207.4 kJ/mol
Kohn-Sham gap: 9.55 eV

The geometry in XYZ format:
```
15
Properties=species:S:1:pos:R:3:nbo_charge:R:1
C -1.327 0.050 -0.204 -0.09
C -0.268 0.805 -0.024 0.19
C 0.970 0.021 0.282 -0.49
C 0.592 -1.405 -0.132 0.42
N -0.453 2.096 -0.111 -0.75
O 1.032 -2.438 0.569 -0.63
O -0.991 -1.362 -0.026 -0.49
H -2.359 0.269 -0.375 0.23
H 1.843 0.369 -0.269 0.27
H 1.184 0.075 1.352 0.25
H 0.792 -1.592 -1.193 0.21
H 0.294 2.767 -0.039 0.42
H -1.367 2.459 -0.318 0.41
H 1.060 -2.288 1.528 0.51
H -1.414 -1.926 -0.706 0.55
```

=====

# 7
# C23H25N3O4

A single C23H25N3O4 molecule (ωB97M-V/def2-TZVPD, the Open Molecules 2025 dataset).

Computed properties:
SMILES string: COc1ccc(CCNC(=O)CCN2C(=O)[C@@H]3Cc4ccccc4CN3C2=O)cc1
LUMO level: 0.56 eV
ΔE to the lowest compared entry with this formula, charge and spin: 21.5 kJ/mol
Kohn-Sham gap: 9.04 eV

The geometry in XYZ format:
```
55
Properties=species:S:1:pos:R:3:nbo_charge:R:1
C -3.132 2.352 -2.004 -0.25
H -4.218 2.347 -1.869 0.18
H -2.684 3.083 -1.323 0.17
O -2.583 1.070 -1.819 -0.51
C -2.743 0.462 -0.600 0.28
C -2.206 -0.819 -0.485 -0.22
C -2.312 -1.514 0.700 -0.20
C -2.951 -0.955 1.802 -0.04
C -3.474 0.322 1.679 -0.18
C -3.381 1.031 0.493 -0.30
H -3.806 2.021 0.439 0.22
H -3.971 0.777 2.523 0.21
C -3.016 -1.696 3.105 -0.43
H -3.020 -2.772 2.927 0.23
H -3.920 -1.427 3.653 0.21
C -1.793 -1.364 3.979 -0.21
N -0.553 -1.660 3.298 -0.65
C -0.097 -2.922 3.226 0.68
O -0.616 -3.851 3.815 -0.64
C 1.146 -3.161 2.368 -0.51
C 2.085 -1.977 2.119 -0.23
N 1.857 -1.321 0.845 -0.47
C 2.468 -1.709 -0.315 0.69
O 3.211 -2.645 -0.450 -0.57
C 2.055 -0.683 -1.363 -0.12
N 1.156 0.165 -0.630 -0.42
C 1.080 -0.169 0.668 0.82
O 0.462 0.392 1.548 -0.65
C 0.616 1.356 -1.229 -0.27
C 1.555 1.963 -2.237 0.05
C 1.159 3.123 -2.893 -0.21
C 1.969 3.711 -3.845 -0.21
C 3.189 3.135 -4.160 -0.21
C 3.586 1.978 -3.519 -0.19
C 2.780 1.382 -2.555 -0.06
C 3.252 0.138 -1.851 -0.42
H 3.876 -0.469 -2.507 0.24
H 3.861 0.426 -0.986 0.22
H 4.535 1.523 -3.762 0.21
H 3.827 3.585 -4.905 0.22
H 1.649 4.614 -4.343 0.22
H 0.204 3.563 -2.647 0.21
H 0.400 2.063 -0.421 0.24
H -0.332 1.120 -1.730 0.23
H 1.551 -1.158 -2.213 0.22
H 1.995 -1.225 2.906 0.23
H 3.115 -2.342 2.087 0.24
H 1.696 -3.965 2.857 0.25
H 0.807 -3.559 1.408 0.23
H -0.195 -0.929 2.693 0.43
H -1.789 -0.304 4.239 0.20
H -1.831 -1.970 4.888 0.22
H -1.900 -2.510 0.773 0.21
H -1.718 -1.253 -1.345 0.21
H -2.900 2.627 -3.032 0.20
```

=====

# 8
# C34H46FN3O13S

A molecular structure, C34H46FN3O13S at a distorted geometry (ωB97M-V/def2-TZVPD, the Open Molecules 2025 dataset).

Computed properties:
LUMO level: -0.46 eV
Kohn-Sham gap: 8.18 eV

The geometry in XYZ format:
```
98
Properties=species:S:1:pos:R:3:lowdin_charge:R:1
C -3.485 -1.568 -3.007 -0.05
N -2.879 -0.279 -3.345 -0.13
C -2.253 -0.302 -4.668 -0.06
C -3.762 0.794 -3.121 -0.44
O -3.865 1.263 -2.016 0.10
C -4.650 1.332 -4.236 -0.04
C -6.005 0.680 -4.042 -0.13
C -6.814 1.095 -2.942 -0.01
C -8.037 0.538 -2.720 0.00
C -8.470 -0.492 -3.595 -0.36
N -9.630 -1.160 -3.514 -0.23
S -9.613 -2.236 -4.702 1.01
N -8.194 -1.918 -5.399 -0.21
C -7.673 -0.924 -4.675 -0.30
C -6.409 -0.304 -4.891 -0.18
F -5.638 -0.712 -5.904 0.09
H -2.692 -2.253 -2.718 0.06
H -4.031 -2.014 -3.849 0.09
H -4.147 -1.471 -2.154 0.09
H -2.901 -0.722 -5.444 0.08
H -1.345 -0.891 -4.568 0.06
H -1.961 0.710 -4.938 0.09
H -4.745 2.412 -4.161 0.13
H -4.253 1.117 -5.221 0.10
H -6.421 1.859 -2.289 0.12
H -8.632 0.867 -1.883 0.11
O -2.260 -3.713 0.166 0.10
C -2.155 -2.541 0.410 -0.49
O -3.042 -1.626 -0.029 0.00
C -2.595 -0.294 0.318 -0.15
C -1.651 -0.490 1.492 -0.15
C -1.045 -1.856 1.184 -0.07
H -2.101 0.138 -0.551 0.12
H -3.457 0.318 0.568 0.12
H -0.911 0.310 1.586 0.08
H -2.221 -0.542 2.424 0.12
H -0.169 -1.776 0.539 0.13
H -0.800 -2.419 2.081 0.12
O 0.864 0.984 1.012 0.08
C 1.812 0.964 1.752 -0.47
O 1.740 1.390 3.028 0.03
C 3.054 1.351 3.635 -0.14
C 3.840 0.348 2.807 -0.15
C 3.221 0.525 1.421 -0.07
H 3.484 2.355 3.593 0.13
H 2.961 1.051 4.668 0.09
H 4.913 0.514 2.839 0.12
H 3.647 -0.663 3.165 0.12
H 3.711 1.320 0.854 0.14
H 3.217 -0.400 0.853 0.10
O 3.033 6.732 1.604 0.12
C 2.034 6.145 1.311 -0.49
O 1.555 6.094 0.044 0.02
C 0.289 5.409 0.019 -0.15
C 0.277 4.551 1.275 -0.15
C 1.101 5.395 2.244 -0.07
H -0.508 6.156 0.016 0.12
H 0.220 4.819 -0.892 0.13
H -0.726 4.321 1.629 0.12
H 0.788 3.607 1.085 0.10
H 0.489 6.121 2.782 0.13
H 1.665 4.788 2.946 0.12
O -0.286 -2.512 -3.596 0.10
C -0.533 -3.626 -3.958 -0.48
O -0.332 -4.046 -5.229 0.03
C -0.824 -5.389 -5.388 -0.15
C -0.844 -5.975 -3.983 -0.15
C -1.138 -4.743 -3.130 -0.07
H -1.820 -5.341 -5.832 0.13
H -0.165 -5.931 -6.061 0.12
H -1.566 -6.781 -3.864 0.12
H 0.142 -6.369 -3.732 0.12
H -2.209 -4.560 -3.026 0.13
H -0.674 -4.790 -2.149 0.13
O 4.569 0.939 6.132 0.11
C 4.317 1.692 7.028 -0.48
O 4.802 2.953 7.080 0.03
C 4.421 3.580 8.317 -0.15
C 3.195 2.812 8.792 -0.15
C 3.478 1.409 8.259 -0.07
H 5.257 3.503 9.015 0.13
H 4.213 4.632 8.133 0.13
H 3.050 2.859 9.869 0.12
H 2.300 3.212 8.314 0.12
H 4.071 0.815 8.955 0.13
H 2.571 0.874 7.991 0.13
O 4.204 -2.169 1.062 0.10
C 5.291 -2.025 0.582 -0.48
O 6.294 -1.385 1.225 0.03
C 7.440 -1.269 0.362 -0.15
C 7.271 -2.370 -0.675 -0.15
C 5.751 -2.459 -0.795 -0.07
H 7.436 -0.272 -0.085 0.13
H 8.344 -1.383 0.955 0.13
H 7.781 -2.159 -1.612 0.12
H 7.663 -3.310 -0.284 0.12
H 5.355 -1.758 -1.532 0.13
H 5.407 -3.465 -1.015 0.13
```

=====

# 9
# C17H26FN4Pd

A molecular structure, C17H26FN4Pd (ωB97M-V/def2-TZVPD, the Open Molecules 2025 dataset).

Computed properties:
charge: +1
LUMO level (alpha / beta): -2.80 / -2.80 eV
ΔE to the lowest compared entry with this formula, charge and spin: 4.8 kJ/mol
Kohn-Sham gap (alpha / beta): 8.03 / 8.03 eV

The geometry in XYZ format:
```
49
Properties=species:S:1:pos:R:3:nbo_charge:R:1
Pd -0.331 -0.068 -0.407 0.74
N -1.334 2.012 -0.031 -0.85
C -1.919 1.820 1.308 -0.23
C -0.856 1.270 2.247 -0.23
N -0.251 0.018 1.763 -0.67
C -0.829 -1.228 2.290 -0.23
C -1.930 -1.786 1.402 -0.23
N -1.400 -1.991 0.040 -0.84
H -0.662 2.772 -0.015 0.38
H -2.033 2.260 -0.721 0.39
H -2.756 1.129 1.213 0.20
H -2.310 2.750 1.731 0.20
H -1.277 1.140 3.248 0.21
H -0.057 2.011 2.332 0.21
H 0.753 0.024 1.925 0.44
H -1.206 -1.092 3.308 0.21
H -0.024 -1.965 2.343 0.21
H -2.769 -1.095 1.333 0.20
H -2.304 -2.714 1.841 0.21
H -2.134 -2.203 -0.625 0.40
H -0.763 -2.782 0.026 0.39
F 4.983 0.645 -2.575 -0.33
C 3.653 0.461 -2.571 0.48
C 2.828 1.567 -2.516 -0.31
C 1.458 1.366 -2.507 -0.18
C 0.910 0.074 -2.559 -0.12
C -0.526 -0.131 -2.375 -0.48
C 1.794 -1.017 -2.627 -0.17
C 3.163 -0.830 -2.637 -0.30
H 3.261 2.558 -2.493 0.24
H 0.792 2.222 -2.502 0.22
H -0.898 -1.095 -2.718 0.20
H -1.150 0.700 -2.701 0.20
H 1.389 -2.019 -2.702 0.22
H 3.852 -1.661 -2.703 0.24
C 6.916 0.124 0.526 -0.64
C 5.423 0.073 0.635 0.06
C 4.651 1.225 0.711 -0.26
C 3.272 1.117 0.782 0.04
N 2.617 -0.043 0.787 -0.50
C 3.362 -1.149 0.723 0.04
C 4.742 -1.142 0.648 -0.25
H 7.286 1.146 0.582 0.23
H 7.241 -0.303 -0.424 0.24
H 7.383 -0.456 1.323 0.23
H 5.114 2.203 0.704 0.23
H 2.662 2.014 0.824 0.19
H 2.823 -2.091 0.718 0.19
H 5.281 -2.079 0.594 0.23
```

=====

# 10
# C2H6N2O2

2 unconnected molecules or ions with the total composition C2H6N2O2 at a distorted geometry (ωB97M-V/def2-TZVPD, the Open Molecules 2025 dataset).

Computed properties:
SMILES string: NC=O.NC=O
LUMO level: 0.63 eV
ΔE to the lowest compared entry with this formula, charge and spin: 98.8 kJ/mol
Kohn-Sham gap: 10.52 eV

The geometry in XYZ format:
```
12
Properties=species:S:1:pos:R:3:nbo_charge:R:1
C -0.958 -1.601 1.666 0.54
N 0.276 -2.172 1.478 -0.84
O -1.271 -0.473 1.434 -0.60
H -1.673 -2.353 2.028 0.10
H 0.460 -2.998 1.994 0.40
H 0.914 -1.793 0.796 0.40
C 0.740 1.118 -1.654 0.54
N -0.272 1.580 -0.763 -0.88
O 1.550 1.799 -2.204 -0.54
H 0.662 0.024 -1.770 0.07
H -0.552 0.779 -0.224 0.40
H -0.959 2.119 -1.285 0.40
```

=====

# 11
# C5H10O

A single C5H10O molecule (ωB97M-V/def2-TZVPD, the Open Molecules 2025 dataset).

Computed properties:
LUMO level: 0.28 eV
ΔE to the lowest compared entry with this formula, charge and spin: 353.9 kJ/mol
Kohn-Sham gap: 8.97 eV

The geometry in XYZ format:
```
16
Properties=species:S:1:pos:R:3:nbo_charge:R:1
C -1.975 -0.489 0.090 -0.62
C -0.864 0.388 -0.552 -0.09
O -1.387 1.627 -0.979 -0.72
C 0.060 0.489 0.584 0.16
C 1.012 -0.639 0.644 -0.56
C 2.182 0.112 -0.028 -0.60
H -2.233 -0.129 1.092 0.22
H -1.684 -1.541 0.150 0.21
H -2.859 -0.392 -0.544 0.24
H -0.495 -0.131 -1.450 0.18
H -1.269 2.225 -0.226 0.48
H 2.254 1.096 0.435 0.23
H 1.310 -0.906 1.664 0.22
H 0.767 -1.547 0.074 0.19
H 2.063 0.238 -1.106 0.21
H 3.120 -0.402 0.153 0.23
```

=====

# 12
# C5H29NO9

9 unconnected molecules or ions with the total composition C5H29NO9 at a distorted geometry (ωB97M-V/def2-TZVPD, the Open Molecules 2025 dataset).

Computed properties:
SMILES string: CCN[C@H](C)CO.O.O.O.O.O.O.O.O
LUMO level: 0.25 eV
ΔE to the lowest compared entry with this formula, charge and spin: 193.4 kJ/mol
Kohn-Sham gap: 8.69 eV

The geometry in XYZ format:
```
44
Properties=species:S:1:pos:R:3:nbo_charge:R:1
C 1.024 3.110 -1.397 -0.65
C 2.041 2.367 -0.492 -0.24
N 1.292 1.431 0.344 -0.65
C 3.250 0.323 1.511 -0.67
C 1.940 1.093 1.629 -0.08
C 0.930 0.387 2.517 -0.07
O 0.898 -1.028 2.320 -0.76
H 0.029 3.050 -0.971 0.23
H 1.337 4.162 -1.528 0.21
H 1.169 2.872 -2.463 0.21
H 2.698 1.763 -1.116 0.18
H 2.505 3.146 0.093 0.20
H 1.120 0.569 -0.163 0.36
H 4.133 0.975 1.507 0.21
H 3.408 -0.439 2.268 0.22
H 3.345 -0.084 0.516 0.23
H 2.110 2.072 2.084 0.19
H -0.060 0.770 2.320 0.20
H 1.178 0.608 3.553 0.16
H 1.375 -1.232 1.507 0.48
H 0.353 -4.199 1.077 0.47
H 0.043 -4.987 -0.140 0.47
O -0.302 -4.237 0.362 -0.94
H -3.186 -0.047 1.300 0.50
H -4.109 1.043 0.680 0.49
O -4.093 0.126 0.973 -0.98
H -3.856 0.976 -2.301 0.47
H -2.497 0.552 -1.710 0.48
O -2.989 1.312 -2.041 -0.96
H 1.156 -1.946 -0.369 0.47
H 2.106 -1.352 -1.281 0.50
O 2.121 -1.905 -0.477 -0.97
H 0.420 0.541 -2.124 0.48
H 0.254 -0.902 -2.639 0.51
O 0.896 -0.294 -2.209 -1.00
H -1.805 -1.064 3.208 0.51
H -3.003 0.060 3.187 0.49
O -2.151 -0.235 2.850 -0.98
H -3.457 -2.305 -1.271 0.48
H -3.564 -1.072 -0.295 0.52
O -3.202 -1.380 -1.153 -1.01
H -1.484 -0.960 -3.757 0.48
H -2.080 -1.893 -2.680 0.50
O -1.292 -1.744 -3.230 -0.96
```